Molecular formula: C5H13NO
Method: DFT, ωB97M-V with the def2-TZVPD basis set

Values from the calculation:
Largest force on an atom   3.71 eV/A
Multiplicity   1
Structure (SMILES)   CCN(C)CCO
Gap between HOMO and LUMO   9.3 eV

The geometry in XYZ format:
```
20
Properties=species:S:1:pos:R:3:lowdin_charge:R:1
C -0.85221 -2.40643 -0.19321 -0.09
C -0.53605 -0.97506 0.34914 -0.27
N -0.38856 0.02033 -0.69326 -0.21
C 0.06111 -0.48549 -2.01409 -0.09
C 0.36224 1.25463 -0.36997 -0.21
C 0.22681 1.86914 1.01634 -0.18
O 1.07308 1.06641 1.95238 -0.12
H -1.69095 -2.35864 -0.91112 0.07
H -0.03620 -2.67035 -0.87174 0.06
H -1.12074 -3.10511 0.61275 0.08
H -1.29008 -0.76567 1.10165 0.11
H 0.40993 -1.15289 0.87770 0.10
H -0.77726 -1.01026 -2.46229 0.08
H 0.95574 -1.08533 -1.89084 0.08
H 0.18262 0.37823 -2.67029 0.08
H 0.21304 2.11980 -1.03407 0.12
H 1.44058 1.02409 -0.43321 0.12
H 0.82493 2.78468 1.03037 0.12
H -0.74851 1.80692 1.44299 0.11
H 0.63469 0.22634 2.10305 0.03
```

---

Molecular formula: C3H2FNOS
Method: DFT, ωB97M-V with the def2-TZVPD basis set

Values from the calculation:
Largest force on an atom   2.47 eV/A
Multiplicity   1
Gap between HOMO and LUMO (alpha / beta)   6.2 / 6.5 eV

The geometry in XYZ format:
```
9
Properties=species:S:1:pos:R:3:lowdin_charge:R:1
C -0.24131 0.94911 -0.03592 -0.41
C -0.65525 -0.40714 0.04427 -0.23
C -3.25751 0.48367 0.60246 -0.14
N -0.99176 1.94169 0.01755 0.18
O -2.58927 -2.07895 0.17325 -0.46
F -3.99004 1.25280 -0.15294 -0.01
S -2.29182 -0.72629 -0.26856 0.87
H 0.84454 1.10656 -0.11041 0.11
H 0.02228 -1.24503 0.06353 0.09
```

---

Molecular formula: C15H27AuN3PS2
Method: DFT, ωB97M-V with the def2-TZVPD basis set

Values from the calculation:
Largest force on an atom   0.09 eV/A
Net charge   +2
Multiplicity   1
Gap between HOMO and LUMO   6.2 eV

The geometry in XYZ format:
```
49
Properties=species:S:1:pos:R:3:lowdin_charge:R:1
Au -0.58902 0.98827 -0.74518 0.86
N -0.57197 3.08021 -0.19993 -0.07
C 0.47890 3.78031 -1.00783 -0.19
C 1.68413 2.87236 -1.11943 -0.21
N 1.25132 1.57932 -1.68960 -0.08
H -1.47066 3.53905 -0.32272 0.10
H -0.34734 3.16145 0.79034 0.11
H 0.73911 4.73054 -0.54323 0.14
H 0.05418 3.98374 -1.99081 0.13
H 2.10886 2.67542 -0.13318 0.13
H 2.45954 3.33590 -1.72899 0.14
H 1.89456 0.79894 -1.45224 0.06
H 1.15043 1.63063 -2.70124 0.12
S -0.46258 -1.19510 -1.48343 0.63
C 1.09118 -1.67451 -0.79886 -1.05
N 2.13039 -0.91526 -0.67518 -0.01
C 3.20295 -1.64424 -0.17326 -0.30
C 4.47950 -1.13885 0.07969 -0.01
C 5.44270 -2.00236 0.55036 -0.05
C 5.15619 -3.35801 0.77294 -0.05
C 3.90186 -3.87420 0.52898 -0.06
C 2.92660 -2.99748 0.05837 -0.45
S 1.26816 -3.32652 -0.32641 1.09
H 4.70081 -0.09559 -0.10079 0.11
H 6.44000 -1.63479 0.74805 0.12
H 5.93528 -4.01077 1.14129 0.12
H 3.68528 -4.91949 0.69870 0.12
C -3.93863 0.23644 -2.04454 -0.12
C -3.62884 -0.59533 -0.80013 -0.40
P -2.49969 0.22581 0.34759 0.82
C -3.34389 1.69550 1.00642 -0.38
C -4.60892 1.39651 1.81733 -0.10
C -2.04316 -0.87517 1.71769 -0.36
C -3.14634 -1.86192 2.11813 -0.11
H -4.65656 -0.29402 -2.66684 0.09
H -3.04545 0.40371 -2.64952 0.06
H -4.37812 1.20236 -1.79496 0.07
H -3.19121 -1.55989 -1.06023 0.07
H -4.53656 -0.80820 -0.22887 0.10
H -3.58086 2.33612 0.15211 0.08
H -2.61898 2.22800 1.62855 0.08
H -5.33372 0.81712 1.24703 0.08
H -5.08561 2.33550 2.09315 0.09
H -4.37722 0.86282 2.73728 0.08
H -1.75682 -0.23063 2.55373 0.10
H -1.15001 -1.41826 1.40655 0.06
H -4.07578 -1.36615 2.39194 0.07
H -2.80796 -2.43161 2.98179 0.09
H -3.35318 -2.57019 1.31730 0.08
```

---

Molecular formula: C3H3BrCl2O
Method: DFT, ωB97M-V with the def2-TZVPD basis set

Values from the calculation:
Largest force on an atom   3.35 eV/A
Multiplicity   1
Structure (SMILES)   C[C@@](Cl)(Br)C(=O)Cl
Gap between HOMO and LUMO   9.8 eV

The geometry in XYZ format:
```
10
Properties=species:S:1:pos:R:3:lowdin_charge:R:1
C 2.13546 -1.27955 -0.85503 -0.85
C 0.16910 0.11775 0.14880 -0.19
C 1.62386 0.11371 -0.48700 -1.16
O 2.95218 -1.50602 -1.71774 0.01
Cl 1.69972 -2.68117 0.16516 0.67
Cl 1.73024 1.04406 -1.91861 0.71
Br 2.77304 1.03190 1.00061 0.60
H -0.18357 1.08776 0.45353 0.06
H 0.05926 -0.60593 0.95674 0.05
H -0.47250 -0.19647 -0.69780 0.08
```

---

Molecular formula: C4H14NO2
Method: DFT, ωB97M-V with the def2-TZVPD basis set

Values from the calculation:
Largest force on an atom   5.28 eV/A
Net charge   +1
Multiplicity   1
Gap between HOMO and LUMO   10.6 eV

The geometry in XYZ format:
```
21
Properties=species:S:1:pos:R:3:lowdin_charge:R:1
C -1.25922 -1.34810 -0.81709 -0.09
C -1.18175 -0.69209 -2.26671 -0.18
C -0.24298 0.38537 -2.35529 -0.21
C -0.47889 1.74469 -2.49141 0.07
N -0.76817 -0.37448 0.25811 0.15
H -2.19812 -1.61576 -0.37514 0.11
H -0.64033 -2.26040 -0.84914 0.13
H -0.97814 -1.66229 -2.82092 0.14
H -2.17085 -0.38780 -2.62099 0.12
H 0.78880 0.15187 -2.67230 0.12
H 0.22764 2.41109 -2.93048 0.06
H -1.37023 2.22665 -2.19649 0.05
H -0.84218 0.54706 -0.21770 0.13
H -1.40873 -0.47162 1.08413 0.18
H 0.17899 -0.34660 0.63334 0.11
H 2.81305 1.40787 4.31758 0.11
H 2.11129 2.48896 3.41824 0.04
O 1.98594 1.57274 3.72084 -0.11
H 1.94002 -1.80653 2.11293 0.07
H 1.20789 -0.50214 2.56010 0.03
O 1.10096 -1.33502 2.07079 -0.05
```

---

Molecular formula: C25H45CoIN4O2P
Method: DFT, ωB97M-V with the def2-TZVPD basis set

Values from the calculation:
Largest force on an atom   1.16 eV/A
Net charge   +2
Multiplicity   5
Gap between HOMO and LUMO (alpha / beta)   9.2 / 7.1 eV

The geometry in XYZ format:
```
79
Properties=species:S:1:pos:R:3:lowdin_charge:R:1
Co -1.39449 0.19855 -0.54836 0.66
I -1.61923 3.42204 4.40698 0.94
C -2.38445 1.76552 3.38374 -0.70
C -3.26260 0.87624 3.98432 -0.10
C -3.71232 -0.20361 3.23901 -0.03
C -3.25758 -0.36425 1.94336 -0.13
N -2.40969 0.49412 1.36721 0.00
C -1.98885 1.54729 2.07335 -0.21
H -3.58575 1.02033 5.00642 0.11
H -4.40199 -0.91633 3.66920 0.12
H -3.57483 -1.21027 1.34511 0.11
H -1.32039 2.23609 1.57794 0.08
O -0.38757 1.26116 -2.60249 -0.01
C -0.60832 2.28143 -1.91621 -0.61
O -1.19353 2.28367 -0.80393 -0.04
C -0.08607 3.61529 -2.45764 -0.15
N 0.52376 3.33896 -3.80487 0.10
C 1.91304 3.92176 -3.83667 -0.08
C 1.93035 4.89482 -2.66192 -0.14
C 1.06131 4.18829 -1.61921 -0.10
H -0.90101 4.33011 -2.55335 0.17
H -0.04906 3.70518 -4.56057 0.19
H 0.49089 2.30190 -3.86582 0.16
H 2.09897 4.39178 -4.79812 0.14
H 2.62821 3.11588 -3.68759 0.14
H 1.48554 5.84998 -2.94520 0.13
H 2.94354 5.08157 -2.31417 0.13
H 0.69006 4.85607 -0.84654 0.14
H 1.61685 3.38225 -1.13484 0.13
C 2.23314 -1.15597 -1.99745 -0.08
C 2.00752 -2.31038 -1.01020 -0.59
C 3.32665 -3.00608 -0.68296 -0.06
C 1.03695 -3.29065 -1.67580 -0.08
P 1.16789 -1.61955 0.55538 1.02
N 0.07091 -0.55987 0.06012 -0.18
C 0.25889 -2.99079 1.52802 -0.58
C -0.12870 -2.40954 2.89325 -0.08
C 1.13869 -4.22262 1.72738 -0.06
C -1.03811 -3.36572 0.79517 -0.08
C 2.39282 -0.66694 1.65276 -0.60
C 3.20381 0.24296 0.72236 -0.08
C 1.61016 0.24794 2.60374 -0.08
C 3.31726 -1.59327 2.44055 -0.06
H 2.53778 -1.58808 -2.95289 0.10
H 3.02197 -0.47825 -1.68331 0.06
H 1.31423 -0.59146 -2.15967 0.05
H 3.70208 -3.46667 -1.59933 0.10
H 3.21194 -3.79460 0.06058 0.07
H 4.08567 -2.30569 -0.33684 0.07
H 1.44362 -3.55640 -2.65319 0.10
H 0.06135 -2.83111 -1.83861 0.08
H 0.92380 -4.21637 -1.11658 0.07
H 0.73114 -2.28601 3.54893 0.07
H -0.80875 -3.10682 3.38656 0.10
H -0.64535 -1.45519 2.78837 0.07
H 2.05590 -3.98918 2.26775 0.08
H 1.40235 -4.70494 0.78746 0.07
H 0.57972 -4.94966 2.32042 0.11
H -1.58407 -2.47968 0.46967 0.04
H -1.67834 -3.91718 1.48612 0.10
H -0.87254 -4.00578 -0.06544 0.07
H 2.54192 0.78589 0.04352 0.07
H 3.94967 -0.30538 0.14896 0.07
H 3.73882 0.97760 1.32687 0.10
H 0.87445 0.83877 2.05752 0.06
H 2.31496 0.93572 3.07496 0.10
H 1.11040 -0.29001 3.40384 0.06
H 3.88153 -2.26553 1.79455 0.07
H 2.77007 -2.19084 3.16913 0.07
H 4.03395 -0.98343 2.99477 0.10
C -5.68436 1.97363 -1.20984 -0.06
C -5.27352 0.91350 -2.25718 -0.17
C -4.02825 0.29476 -1.87345 -0.10
N -3.02479 -0.15721 -1.54900 0.16
H -6.34380 2.70080 -1.67633 0.09
H -4.80965 2.49324 -0.81990 0.08
H -6.21437 1.51347 -0.37905 0.09
H -5.11796 1.37150 -3.23647 0.13
H -6.04424 0.15126 -2.37440 0.14
```

---

Let's list calculated total energy in order: -328.23802, -743.24616, -2024.97477, -3685.73687, -365.74490, -3370.46640 Ha.